The following is a quantum chemistry calculation of C50H44CrNO3P2 as an isolated structure at a distorted geometry, from the OMol25 dataset.

Element x y z (Å)
Cr (-0.222410, -0.700889, 1.255909)
C (0.694667, 0.656389, 5.272018)
C (-0.026849, -0.263415, 6.020757)
C (-0.689621, -1.301454, 5.389585)
C (-0.665970, -1.396103, 3.998811)
C (0.029470, -0.454525, 3.233065)
C (0.734036, 0.544654, 3.886103)
C (-1.324021, -2.444509, 3.225345)
C (-2.065521, -3.493332, 3.797014)
C (-2.693542, -4.400916, 2.999225)
C (-2.574346, -4.303233, 1.595651)
C (-3.228611, -5.193815, 0.719507)
C (-3.072859, -5.075443, -0.632557)
C (-2.225928, -4.081350, -1.152154)
C (-1.578572, -3.201458, -0.325024)
C (-1.764563, -3.265841, 1.069851)
N (-1.172461, -2.344138, 1.898954)
H (1.226853, 1.461401, 5.761450)
H (-0.058801, -0.175606, 7.098087)
H (-1.223734, -2.028852, 5.986685)
H (1.346294, 1.253305, 3.335709)
H (-2.136483, -3.568663, 4.871458)
H (-3.278290, -5.204032, 3.429967)
H (-3.853720, -5.969727, 1.142864)
H (-3.584540, -5.744848, -1.310242)
H (-2.084615, -4.016838, -2.222963)
H (-0.910233, -2.457173, -0.737724)
O (-0.266729, -0.259683, -1.011317)
P (-1.204803, 0.212769, -2.091601)
C (-2.646555, 1.043218, -1.313848)
P (-2.111893, 1.693649, 0.314217)
O (-1.867704, 0.508694, 1.225937)
C (-3.399900, 2.770808, 0.937248)
C (-4.661687, 2.223411, 1.173944)
C (-5.689289, 3.039730, 1.611451)
C (-5.460143, 4.395052, 1.813148)
C (-4.201918, 4.936287, 1.593100)
C (-3.165761, 4.127167, 1.153435)
C (-0.633481, 2.692354, 0.053018)
C (-0.568623, 3.660882, -0.944405)
C (0.567357, 4.446986, -1.063981)
C (1.624255, 4.286592, -0.178525)
C (1.555494, 3.332735, 0.829687)
C (0.426868, 2.538057, 0.940062)
C (-0.376981, 1.310508, -3.251841)
C (-1.073394, 2.108190, -4.155397)
C (-0.376689, 2.807282, -5.127319)
C (1.004674, 2.688881, -5.216428)
C (1.695402, 1.865842, -4.337683)
C (1.004022, 1.174374, -3.356515)
C (-1.830950, -1.101247, -3.149558)
C (-3.158653, -1.178927, -3.555813)
C (-3.522887, -2.092817, -4.534248)
C (-2.568805, -2.925794, -5.100065)
C (-1.243697, -2.860496, -4.684110)
C (-0.871176, -1.938641, -3.721561)
H (-3.398732, 0.279784, -1.101888)
H (-3.087352, 1.822402, -1.936114)
H (-4.828292, 1.162253, 1.027444)
H (-6.669614, 2.621799, 1.795757)
H (-6.267127, 5.032525, 2.148820)
H (-4.024143, 5.989394, 1.763411)
H (-2.183221, 4.548588, 0.988637)
H (-1.403776, 3.815793, -1.616878)
H (0.622822, 5.197449, -1.841477)
H (2.500396, 4.915762, -0.264443)
H (2.368180, 3.228527, 1.538354)
H (0.327336, 1.825390, 1.755062)
H (-2.155286, 2.173571, -4.113158)
H (-0.910293, 3.433818, -5.829436)
H (1.544905, 3.228562, -5.982767)
H (2.768036, 1.754159, -4.429127)
H (1.522972, 0.517105, -2.670352)
H (-3.915070, -0.537202, -3.121040)
H (-4.552501, -2.148018, -4.861377)
H (-2.856416, -3.623014, -5.875600)
H (-0.504800, -3.518969, -5.120919)
H (0.162474, -1.858593, -3.403464)
C (8.127636, -0.950788, 1.049197)
C (6.642742, -0.852998, 0.939409)
C (5.799773, -1.349862, 1.929732)
C (4.425395, -1.321487, 1.801481)
C (3.582793, -1.870482, 2.911597)
C (3.858379, -0.766142, 0.612497)
C (2.466038, -0.774605, 0.362252)
O (1.576159, -1.247073, 1.120865)
C (4.714091, -0.195989, -0.379184)
C (4.187491, 0.454783, -1.630722)
C (6.073476, -0.252091, -0.190088)
H (8.441865, -1.359810, 2.006252)
H (8.590084, 0.026813, 0.906277)
H (8.510038, -1.595527, 0.254753)
H (6.235010, -1.779631, 2.823492)
H (4.212421, -2.195756, 3.737213)
H (2.985433, -2.718743, 2.575350)
H (2.882618, -1.122591, 3.282269)
H (2.128485, -0.358618, -0.592943)
H (3.356663, 1.129294, -1.431946)
H (3.861582, -0.300385, -2.350780)
H (4.979053, 1.032088, -2.104861)
H (6.730247, 0.173072, -0.939986)

Atoms 1-3, force components in eV/Å:
-1.582 0.889 -0.518
-0.032 -0.094 -0.033
0.065 0.071 0.051

Its spin multiplicity is 4. The HOMO-LUMO gap (spin up / spin down) comes out at 7.604 / 7.528 eV. The value obtained for the energy relative to the best compared isomer or geometry (same formula, charge and spin) is 9.1 kcal per mole. As for the total charge: +2. The calculation puts the LUMO energy (spin up / spin down) at -5.4552 / -5.6068 eV. As for the total energy: -3939.0978 Ha.